No. 1
Below is a 4-piece molecular cluster, C16H32O4 overall in a non-equilibrium geometry, with properties calculated with ωB97M-V with the def2-TZVPD basis set.

Structure (XYZ):
```
52
Properties=species:S:1:pos:R:3:mulliken_charge:R:1
C -3.68999 16.61991 -9.49826 -0.54
C -3.12888 15.36755 -10.17734 0.30
C -1.64969 15.33793 -9.68704 -0.52
O -1.67196 16.05082 -8.46896 -0.42
C -2.48614 17.17618 -8.71292 -0.53
H -4.53205 16.36249 -8.85950 0.21
H -3.98176 17.42440 -10.17982 0.31
H -3.34393 15.30473 -11.23942 0.49
H -3.55522 14.50299 -9.66313 -0.43
H -1.00913 15.83036 -10.43110 0.30
H -1.27083 14.34163 -9.47976 0.23
H -1.92535 17.90077 -9.32310 0.35
H -2.75548 17.75117 -7.82675 0.31
C -1.67931 10.87361 -10.82902 -0.51
C -2.22013 9.88423 -11.83746 -0.59
C -3.27889 9.17133 -10.99954 -0.49
O -3.68129 10.06329 -9.96448 -0.40
C -2.95686 11.31609 -10.09124 -0.04
H -1.20401 11.73020 -11.31342 0.32
H -0.96874 10.40612 -10.14982 0.34
H -1.44155 9.18884 -12.15066 0.33
H -2.69995 10.31919 -12.71338 0.27
H -2.85758 8.27003 -10.54012 0.20
H -4.19296 8.91279 -11.54266 0.29
H -2.89008 11.65228 -9.05630 0.11
H -3.50538 12.09915 -10.62388 0.12
C -1.04296 7.22590 -5.31812 -0.63
C -1.96472 8.25197 -5.94985 -0.31
C -2.74793 7.45531 -6.96620 -0.18
O -1.77886 6.50256 -7.43500 -0.42
C -0.97812 6.09251 -6.33041 -0.39
H -1.35672 6.89605 -4.32026 0.28
H -0.10372 7.71676 -5.03987 0.30
H -1.32643 8.97435 -6.46212 0.21
H -2.58595 8.74139 -5.19645 0.29
H -3.06573 8.04272 -7.82560 0.02
H -3.59741 6.93082 -6.51130 0.27
H 0.02753 5.92363 -6.71264 0.29
H -1.35390 5.17788 -5.86314 0.26
C -5.29714 12.10491 -5.89034 -0.44
C -4.33144 13.22252 -5.51766 -0.70
C -4.35258 14.17410 -6.72149 -0.26
O -4.53206 13.26334 -7.80231 -0.31
C -5.37807 12.16829 -7.42135 -0.07
H -6.26426 12.21231 -5.39719 0.31
H -4.94144 11.12138 -5.57406 0.19
H -3.31376 12.86071 -5.35804 0.25
H -4.59650 13.63438 -4.53870 0.40
H -3.37292 14.63592 -6.82244 0.15
H -5.13001 14.93951 -6.67582 0.29
H -4.94742 11.29247 -7.90098 -0.11
H -6.39238 12.37941 -7.76473 0.30
```

Properties
Total charge: 0
LUMO energy, eV: 0.836
Frontier orbital gap, eV: 10.2
Largest force on an atom, hartree/bohr: 0.03088
Total energy, eV: -25298.74359
SMILES string: C1CCOC1.C1CCOC1.C1CCOC1.C1CCOC1


No. 2
Below is one molecule with the formula C22H34N4O, with properties calculated with ωB97M-V with the def2-TZVPD basis set.

Structure (XYZ):
```
61
Properties=species:S:1:pos:R:3:mulliken_charge:R:1
C -1.79507 4.84952 0.63153 -0.67
C -0.75508 5.88110 1.04869 -0.55
C 0.47062 5.86769 0.13008 -0.84
N 1.20501 4.63704 0.25633 0.94
N 1.88178 4.39498 1.37833 -1.22
C 2.43353 3.20770 1.22480 -0.87
C 2.11585 2.66202 -0.02757 0.76
C 2.54586 1.35311 -0.60018 -1.32
N 1.39651 0.52765 -0.94416 0.69
C 1.76344 -0.64175 -1.71908 -0.71
C 0.48406 -1.36438 -2.15141 -1.11
N -0.35358 -1.76310 -1.03747 0.28
C 0.08276 -2.95685 -0.33599 -0.55
C -1.12787 -3.74904 0.18768 -0.60
C -0.67496 -5.05662 0.76707 0.03
C -0.55606 -6.18317 -0.03714 -0.26
C -0.09878 -7.37927 0.48599 -0.59
C 0.25084 -7.46423 1.82296 -0.40
C 0.13962 -6.34698 2.63242 -0.67
C -0.31887 -5.15224 2.10634 -0.16
C -0.62304 -0.62505 -0.16746 0.16
C -1.60699 0.33945 -0.84954 -0.69
C -2.53707 1.02576 0.15145 -0.58
O -3.57932 0.18991 0.59511 -0.58
C 0.66107 0.11623 0.23629 -1.30
C 1.31007 3.61760 -0.62672 1.09
C 0.66839 3.60316 -1.96617 -1.89
H -1.36175 3.85218 0.62900 -0.10
H -2.63328 4.85331 1.32326 0.43
H -2.17508 5.06683 -0.36498 0.29
H -1.19388 6.87994 1.03015 0.38
H -0.41725 5.67366 2.06495 0.35
H 1.13944 6.68689 0.41055 0.31
H 0.17079 5.99148 -0.91189 0.32
H 3.04064 2.78611 2.00162 0.52
H 3.21421 0.84459 0.11832 0.35
H 3.11277 1.52407 -1.52239 0.38
H 2.40804 -1.33012 -1.13998 0.27
H 2.31838 -0.31964 -2.60413 0.50
H -0.10069 -0.68655 -2.77826 0.37
H 0.73342 -2.24805 -2.74199 0.53
H 0.76111 -2.74439 0.50470 0.09
H 0.62414 -3.59291 -1.04033 0.51
H -1.81254 -3.91330 -0.64511 0.34
H -1.64815 -3.16665 0.94990 0.30
H -0.82995 -6.12102 -1.08090 0.39
H -0.01557 -8.24825 -0.15057 0.37
H 0.60687 -8.39789 2.23269 0.37
H 0.40949 -6.40664 3.67688 0.37
H -0.40650 -4.28367 2.74429 0.36
H -1.08351 -1.02130 0.74509 0.47
H -1.04081 1.09366 -1.39393 0.09
H -2.21898 -0.22229 -1.55734 0.28
H -1.95604 1.39468 1.01110 0.28
H -3.03487 1.87859 -0.31625 0.32
H -3.20453 -0.66331 0.84082 0.37
H 1.28126 -0.53498 0.88236 0.20
H 0.40364 1.00787 0.81209 0.47
H 1.08688 4.38029 -2.60732 0.49
H -0.40643 3.76185 -1.88992 0.26
H 0.84601 2.63470 -2.42467 0.38
```

Properties
Total charge: 0
LUMO energy, eV: 0.747
Frontier orbital gap, eV: 9.0
Largest force on an atom, hartree/bohr: 0.01683
Total energy, eV: -31373.44954
SMILES string: CCCn1ncc(CN2CCN(CCc3ccccc3)[C@H](CCO)C2)c1C


No. 3
Below is C30H43AsGe2InNS as an isolated structure, with properties calculated with ωB97M-V with the def2-TZVPD basis set.

Structure (XYZ):
```
79
Properties=species:S:1:pos:R:3:mulliken_charge:R:1
In -0.31028 -1.18857 0.24807 0.90
C -2.23473 2.66613 -2.92737 -1.35
C -1.97139 1.23676 -2.43782 -0.26
Ge -0.06571 0.79750 -2.34935 1.41
C 0.99509 1.07381 -3.96634 -0.53
C 0.84544 2.41744 -4.68040 -1.19
C 0.67225 2.05322 -1.05603 -0.69
C 0.98086 2.21969 0.23599 1.40
Ge 0.99523 0.74772 1.51586 -0.49
C -0.14236 0.88882 3.10156 -0.47
C -1.51059 1.48792 2.78626 -0.99
C 2.75594 -0.01266 1.84413 0.05
C 3.68376 0.92423 2.62815 -1.40
C 1.46147 3.53381 0.77811 0.44
C 1.63368 3.71190 2.14917 0.34
C 2.07741 4.91448 2.68322 -1.26
C 2.36174 5.97566 1.84208 -0.49
C 2.20101 5.82048 0.47014 -0.85
C 1.75957 4.61931 -0.05320 -0.79
H -3.28541 2.92327 -2.79193 0.43
H -2.00734 2.78209 -3.98388 0.30
H -1.65047 3.40508 -2.37645 0.31
H -2.49346 0.51503 -3.06910 0.40
H -2.36569 1.12596 -1.42528 0.19
H 0.77765 0.24611 -4.64608 0.47
H 2.03154 0.93901 -3.64417 0.36
H -0.13917 2.53726 -5.12612 0.30
H 1.57497 2.49557 -5.48661 0.43
H 1.01485 3.26387 -4.01256 0.23
H 0.78329 2.95777 -1.65993 -0.48
H 0.36982 1.48159 3.86139 0.64
H -0.22966 -0.12115 3.51250 0.43
H -1.41874 2.49758 2.38353 0.33
H -2.14073 1.54245 3.67424 0.44
H -2.04926 0.89535 2.03675 0.01
H 3.19307 -0.26508 0.87602 0.37
H 2.60993 -0.95121 2.38342 0.17
H 3.83113 1.87232 2.11222 0.34
H 4.66345 0.46403 2.75829 0.43
H 3.29108 1.14263 3.62267 0.32
H 1.41780 2.91018 2.84434 0.14
H 2.19874 5.01750 3.75321 0.43
H 2.71009 6.91610 2.24725 0.41
H 2.42742 6.64178 -0.19675 0.43
H 1.66347 4.53809 -1.12711 0.54
C -4.65304 -1.39021 -1.03171 -0.90
C -4.52639 -1.96859 -2.28972 -0.74
C -3.26612 -2.23722 -2.79629 -0.85
C -2.15692 -1.91545 -2.03119 0.87
N -2.28891 -1.36732 -0.81348 0.35
C -3.50627 -1.10634 -0.32094 -0.23
C -0.75153 -2.16924 -2.43324 -0.47
C -0.40400 -3.39577 -2.98426 -0.62
C 0.93083 -3.71514 -3.18738 -0.89
C 1.93083 -2.82705 -2.81019 -1.04
C 1.58556 -1.59356 -2.28497 -0.82
C 0.24001 -1.21109 -2.11198 0.57
H -5.62169 -1.16607 -0.60870 0.50
H -5.40673 -2.20004 -2.87450 0.50
H -3.13711 -2.66320 -3.78180 0.58
H -3.55075 -0.65695 0.66376 0.43
H -1.17285 -4.12452 -3.20922 0.52
H 1.19141 -4.67286 -3.61825 0.46
H 2.97155 -3.09059 -2.94184 0.51
H 2.37391 -0.89275 -2.03023 0.56
C 1.37323 -3.41380 3.44667 -0.61
As -0.26705 -3.99264 2.65536 0.68
C -0.46238 -5.85999 3.00191 -1.07
C -1.70539 -3.07208 3.52039 -0.82
S -0.30632 -3.71015 0.53061 -0.44
H 1.36622 -3.67157 4.50505 0.48
H 1.47378 -2.33683 3.32796 -0.12
H 2.19340 -3.92074 2.94242 0.36
H -0.44605 -6.01850 4.07919 0.41
H 0.36276 -6.39075 2.53193 0.39
H -1.40634 -6.20247 2.58427 0.38
H -1.66507 -3.25953 4.59267 0.45
H -2.64227 -3.44584 3.11197 0.36
H -1.61706 -2.00202 3.33365 0.12
```

Properties
Total charge: +2
LUMO energy, eV: -5.713
Frontier orbital gap, eV: 7.4
Largest force on an atom, hartree/bohr: 0.01265
Total energy, eV: -223164.42463


No. 4
Below is a 2-piece molecular cluster, CH3NO2P overall in a non-equilibrium geometry, with properties calculated with ωB97M-V with the def2-TZVPD basis set.

Structure (XYZ):
```
8
Properties=species:S:1:pos:R:3:mulliken_charge:R:1
C 0.42620 -1.43622 1.89571 0.03
N 0.26028 0.32230 -1.39499 -0.75
O 1.15234 -0.54458 1.85986 -0.19
O -1.33036 -0.64820 0.41307 -0.61
P -0.50352 0.58438 0.23379 0.04
H 0.34127 -0.65924 -1.33421 0.29
H 1.13554 0.80337 -1.36123 0.25
H -1.48174 1.57819 -0.31200 -0.06
```

Properties
Total charge: -1
LUMO energy, eV: 4.488
Frontier orbital gap, eV: 6.7
Largest force on an atom, hartree/bohr: 0.07944
Total energy, eV: -15959.70228